# C4H9N3O

A cluster of 2 separate species, C4H9N3O in total at a distorted geometry (ωB97M-V/def2-TZVPD, the OMol25 dataset).

Geometry as XYZ:
```
17
Properties=species:S:1:pos:R:3:forces:R:3
C 1.2694 0.8099 -1.8461 0.024 0.084 0.094
C 1.1072 0.2747 -0.6296 -0.046 -0.094 -0.215
N 1.8765 0.6501 0.4733 -0.027 -0.160 0.077
N 0.1268 -0.6802 -0.3388 1.010 0.502 2.073
C -1.1427 -0.5916 -0.9703 -2.385 -0.736 1.804
H 2.0743 1.4997 -2.0345 0.055 0.146 0.025
H 0.6011 0.5892 -2.6563 -0.088 -0.168 -0.125
H 1.9267 -0.0322 1.2180 0.157 0.040 -0.130
H 2.7759 1.0337 0.2276 -0.020 -0.062 0.100
H 0.0205 -0.7826 0.6999 0.412 0.048 -1.836
H -1.4619 0.4155 -1.2431 0.391 0.240 -0.198
H -1.1802 -1.2416 -1.8468 -0.428 -0.065 0.202
H -1.8848 -0.8529 -0.0473 1.360 -0.055 -3.242
N -2.0675 -0.4379 1.7531 1.269 -0.139 0.577
C -1.0160 -0.3468 2.3575 -2.071 -0.177 1.876
O -0.1415 -0.4422 3.1293 0.418 0.224 -1.096
H -2.8838 0.1354 1.7539 -0.032 0.374 0.014
```
Positions in Å, forces in eV/Å.

Summary:
- relative energy (zero: lowest compared OMol25 entry of this formula, charge and spin) (eV) = 2.238
- SMILES string = C=C(N)NC.N=C=O
- DFT total energy (Ha) = -397.268392
- maximum force (eV/Å) = 3.52
- gap between HOMO and LUMO (eV) = 8.097
- multiplicity = 1

Need the natural (NBO) charges? In units of e they are: atom 1 (C): -0.63, atom 2 (C): 0.36, atom 3 (N): -0.83, atom 4 (N): -0.60, atom 5 (C): -0.44, atom 6 (H): 0.20, atom 7 (H): 0.21, atom 8 (H): 0.38, atom 9 (H): 0.38, atom 10 (H): 0.34, atom 11 (H): 0.18, atom 12 (H): 0.20, atom 13 (H): 0.23, atom 14 (N): -0.78, atom 15 (C): 0.84, atom 16 (O): -0.49, atom 17 (H): 0.44